Computed, not measured: a cluster of 2 separate species, CHN2OS in total in a non-equilibrium geometry, with ωB97M-V with the def2-TZVPD basis set.

Atoms and positions in Å:
C: -2.21 -1.24 -0.12
N: -2.89 -2.12 0.25
N: 1.78 1.11 0.45
O: 2.61 2.01 0.25
S: -0.98 -0.23 -0.43
H: 1.69 0.47 -0.41

Properties
highest occupied orbital energy	-3.6	eV
frontier orbital gap	6.30	eV
ΔE to the lowest compared entry with this formula, charge and spin	1.0076	eV
electronic energy	-621.6123	Eh
net charge	-1

From a Löwdin analysis of the wavefunction, the atomic charges in e read: -1.1285, -0.0629, -0.0066, -0.1200, 0.3015, 0.0164